Molecular formula: C34H49N10O4PrS2
Method: DFT, ωB97M-V/def2-TZVPD

Properties
HOMO level (spin up / spin down) (eV): -7.2805 / -7.2741
Total energy (a.u.): -3486.9182
Gap between HOMO and LUMO (spin up / spin down) (eV): 6.2655 / 6.2594
Energy above the lowest of the compared OMol25 structures with the same formula, charge and spin (eV): 2.422
Spin multiplicity: 3
Lowest unoccupied orbital energy (spin up / spin down) (eV): -1.0 / -1.0

Cartesian coordinates (Å):
Pr 14.61554 14.90572 9.15708
S 15.08877 19.34238 11.75655
C 16.06580 18.24080 12.63463
C 15.94348 17.00108 12.13126
C 15.24192 16.85499 10.92602
C 14.58718 18.03155 10.61235
C 13.41754 18.03311 9.80734
C 12.89321 19.25121 9.44967
C 11.64032 19.27965 8.71901
C 10.88974 18.12468 8.65690
C 11.49892 16.93614 9.08016
N 12.74753 16.90474 9.52570
H 16.63627 18.55822 13.51468
H 16.30562 16.09635 12.65978
H 13.29614 20.20082 9.87251
H 11.37161 20.20852 8.21210
H 9.85796 18.10173 8.26331
H 10.94032 16.03645 8.93134
N 13.29780 15.24712 12.19538
N 12.24259 14.38283 11.96343
C 12.48798 13.17019 11.18646
O 11.77101 12.14347 11.24634
O 13.45569 13.30936 10.32498
H 13.91448 14.75653 12.86234
H 12.89968 16.08686 12.62998
H 11.57800 14.24326 12.74738
N 14.03806 16.38905 6.90393
C 14.62275 17.57852 6.25704
C 16.10743 17.69803 6.18776
C 16.83466 17.31515 7.54566
N 16.78211 15.87973 7.81199
H 14.27094 15.55229 6.32883
H 13.01371 16.48278 6.86426
H 14.26907 18.43486 6.83341
H 14.21462 17.79500 5.27243
H 16.34748 18.73000 5.87742
H 16.47104 17.03161 5.37174
H 16.38302 17.83584 8.38540
H 17.90520 17.54381 7.43302
H 17.62734 15.53047 8.22705
H 16.63224 15.34075 6.93770
O 15.28884 13.85897 5.39462
C 15.43549 13.05914 6.35525
O 15.48941 13.36052 7.58811
H 15.62709 11.99046 6.03402
C 18.60610 13.89756 11.48334
C 17.39053 14.46914 11.02806
N 16.30826 13.73269 10.79468
C 16.19840 12.47822 11.26806
C 17.29435 11.91054 11.91432
C 18.59434 12.57350 11.87584
C 17.23313 10.68592 12.60393
C 16.48127 9.55267 12.29928
C 16.15785 9.04167 11.02472
C 15.44931 7.84370 10.81263
C 15.06412 7.49346 9.59240
N 15.52538 8.16346 8.47015
C 16.27168 9.24303 8.72291
N 16.51284 9.75470 9.93024
H 19.52638 14.54803 11.48550
H 17.29476 15.51098 10.70565
H 15.27897 11.91805 11.27864
H 19.50460 12.19168 12.25512
H 17.88418 10.59177 13.45914
H 16.05931 8.98916 13.10478
H 15.00904 7.33631 11.67600
H 14.37933 6.71428 9.33646
H 16.53781 9.88125 7.88265
C 10.23805 6.75344 6.66173
C 9.74219 7.91622 7.52988
C 10.94971 8.84592 7.86005
C 10.55886 10.09297 8.65502
N 11.27698 11.34050 8.48180
C 10.98103 12.25159 7.50196
S 11.70475 13.83474 7.39472
N 10.04092 11.94648 6.60657
C 9.35767 12.86079 5.63440
C 8.04805 13.49582 6.11549
C 8.13240 14.06401 7.51678
C 7.74292 13.06357 8.64857
H 9.49381 6.04926 6.40298
H 11.00999 6.19216 7.13331
H 10.63700 7.09237 5.68825
H 9.23473 7.51782 8.39094
H 9.08521 8.54432 6.97590
H 11.37108 9.11759 6.90042
H 11.70329 8.24652 8.42910
H 10.58799 9.79028 9.72696
H 9.48162 10.27995 8.45139
H 11.80874 11.73949 9.25531
H 9.54951 11.08910 6.73088
H 9.06067 12.27838 4.73460
H 10.15496 13.59612 5.34553
H 7.15806 12.82009 6.02660
H 7.82626 14.26616 5.37566
H 7.41740 14.90968 7.69445
H 9.15015 14.45827 7.64224
H 6.93966 12.41014 8.28213
H 7.48422 13.51575 9.58523
H 8.62522 12.45409 8.86696

These are the Mulliken partial charges, in e, on atoms 1 to 99: Pr 0.507; S -0.316; C -0.617; C -0.559; C 1.053; C -1.176; C 1.391; C -1.212; C -0.624; C -0.845; C -0.512; N 0.787; H 0.407; H 0.297; H 0.374; H 0.391; H 0.433; H 0.631; N -0.215; N -0.342; C 0.046; O -0.806; O 0.270; H 0.271; H 0.297; H 0.260; N 0.071; C -0.646; C -0.848; C -0.475; N -0.247; H 0.194; H 0.081; H 0.285; H 0.480; H 0.389; H 0.325; H 0.059; H 0.468; H 0.285; H 0.140; O -0.638; C -0.268; O -0.207; H 0.232; C -1.321; C -0.368; N 0.673; C -0.557; C 0.592; C -0.839; C -0.637; C -0.800; C 1.117; C -0.785; C -0.177; N -0.587; C -0.132; N -0.328; H 0.365; H 0.908; H 0.492; H 0.531; H 0.464; H 0.353; H 0.286; H 0.503; H 0.430; C -1.407; C -0.302; C -0.230; C -1.294; N 0.456; C 0.065; S -0.332; N 0.063; C -0.927; C -0.515; C 0.095; C -0.858; H 0.426; H 0.323; H 0.338; H 0.324; H 0.326; H 0.288; H 0.261; H 0.444; H 0.357; H -0.337; H 0.144; H 0.356; H 0.363; H 0.342; H 0.316; H 0.446; H -0.274; H 0.301; H 0.414